<A>
Here is a 19-piece molecular cluster, H38O19 overall from OMol25. Energies are from ωB97M-V/def2-TZVPD.

Computed properties:
Spin multiplicity   1

Geometry (Å):
1 O 0.723 -1.278 0.799
2 O -1.737 -0.516 0.012
3 O -3.680 -2.807 -2.496
4 O -0.757 -3.381 3.942
5 O 3.537 -0.694 -2.245
6 O -1.939 -4.326 0.209
7 O 1.157 1.053 -0.650
8 O -0.130 2.285 -2.450
9 O -2.356 -0.323 3.261
10 O -2.777 3.087 -1.080
11 O 4.477 0.506 0.078
12 O 1.050 0.510 -3.702
13 O 3.216 -3.094 -0.536
14 O 1.573 0.615 2.023
15 O 3.301 2.588 2.005
16 O -2.344 -0.638 -2.361
17 O 1.989 3.515 -0.581
18 O -4.249 0.051 -0.480
19 O -1.901 2.562 2.855
20 H -3.587 -2.163 -3.221
21 H -3.648 -2.073 -1.875
22 H 0.213 0.435 -4.076
23 H -2.221 1.683 2.742
24 H -2.143 3.384 2.452
25 H 0.875 -1.230 1.740
26 H 3.054 -1.411 -1.906
27 H -1.041 -4.000 0.200
28 H 1.804 1.584 2.022
29 H -2.735 0.185 -2.062
30 H 3.373 3.413 1.512
31 H -3.502 -0.310 0.086
32 H -0.693 3.006 -2.745
33 H -2.087 -0.950 3.933
34 H 5.355 0.714 -0.291
35 H -4.279 -0.616 -1.165
36 H -1.725 -0.029 0.848
37 H 1.057 1.386 -3.354
38 H 0.699 2.621 -2.059
39 H -2.394 -4.327 -0.641
40 H -2.421 0.446 3.852
41 H 0.470 0.512 -1.051
42 H 1.099 3.690 -0.249
43 H 4.140 2.135 1.855
44 H -1.101 -1.223 0.198
45 H 3.802 0.025 -1.652
46 H -2.854 2.149 -0.914
47 H 0.043 -3.559 3.429
48 H 3.956 -2.908 0.046
49 H 1.126 0.873 0.308
50 H 4.767 -0.397 0.305
51 H 3.224 -4.038 -0.302
52 H 1.575 -1.264 0.335
53 H -1.484 -0.607 -1.935
54 H -3.524 3.456 -0.595
55 H 1.160 0.579 2.905
56 H -1.454 -3.403 3.276
57 H 1.949 2.518 -0.554


<B>
Here is a 19-piece molecular cluster, H38O19 overall from OMol25. Energies are from ωB97M-V/def2-TZVPD.

Computed properties:
Spin multiplicity   1

Geometry (Å):
1 O 3.599 -1.367 1.720
2 O -0.685 -1.937 -4.721
3 O -1.876 1.006 3.917
4 O 3.597 3.183 0.946
5 O -1.699 3.593 1.491
6 O 3.415 0.036 -1.275
7 O 1.457 -2.783 0.615
8 O -0.382 1.335 -1.291
9 O -3.842 1.666 1.903
10 O -1.664 -3.561 1.224
11 O 1.691 -2.392 -2.410
12 O 0.856 -1.836 3.062
13 O -2.659 0.357 -2.970
14 O -1.903 -2.695 -2.286
15 O 0.964 3.624 -0.073
16 O 1.701 2.019 -2.746
17 O 1.375 1.581 1.517
18 O -3.743 -1.463 0.946
19 O -0.104 -0.680 0.130
20 H -1.412 -2.801 -1.423
21 H 4.177 0.479 -1.751
22 H -1.044 -1.075 -4.707
23 H 1.581 4.203 -0.600
24 H -0.850 0.405 -1.550
25 H -1.027 2.968 1.250
26 H -1.209 4.197 1.918
27 H 0.115 0.212 -0.428
28 H -2.372 -3.121 0.960
29 H -1.381 1.484 3.192
30 H -2.646 1.271 -3.404
31 H -1.973 -1.571 -2.226
32 H -4.048 2.461 2.438
33 H 1.789 -2.125 3.152
34 H 3.333 -0.448 1.547
35 H 2.978 3.813 0.842
36 H -1.230 -3.122 1.985
37 H 0.867 2.365 1.745
38 H -4.308 -0.920 0.702
39 H 3.128 2.419 0.525
40 H 0.901 1.498 -2.386
41 H 0.933 -1.224 2.269
42 H 3.098 -1.371 2.638
43 H 1.081 2.856 -0.816
44 H 2.422 1.643 -2.364
45 H -3.623 0.109 -2.535
46 H -3.355 1.097 2.370
47 H 3.114 -0.785 -1.681
48 H -3.190 -0.998 1.684
49 H -0.920 1.897 -0.672
50 H 0.982 -3.479 -0.015
51 H -1.023 -2.393 -3.890
52 H 1.735 -2.422 -1.415
53 H 0.581 -1.382 0.326
54 H 2.112 1.432 2.361
55 H 0.789 -2.613 -2.734
56 H -1.704 0.074 3.806
57 H 0.823 -2.531 1.293


Stability ranking, top and bottom: <A> is the most stable and <B> is the least stable.


<A>
Here is a 19-piece molecular cluster, H38O19 overall from OMol25. Energies are from ωB97M-V/def2-TZVPD.

Computed properties:
Spin multiplicity   1

Geometry (Å):
1 O -2.495 1.486 -0.090
2 O -0.317 -0.486 -3.945
3 O 0.963 -2.542 2.276
4 O 3.864 0.149 -0.748
5 O -0.905 -1.328 3.980
6 O -3.649 -2.010 -0.433
7 O -2.286 -1.863 -3.040
8 O -2.726 1.524 -3.296
9 O 2.369 -1.626 4.526
10 O 1.028 1.196 3.447
11 O -0.800 3.338 0.453
12 O 3.165 -2.957 -1.004
13 O 0.689 -3.527 -0.135
14 O -0.524 3.144 -3.519
15 O 2.174 2.710 0.589
16 O -1.334 -1.514 1.310
17 O -1.564 2.607 2.817
18 O -0.044 -0.390 -0.657
19 O 2.197 2.222 -2.613
20 H 1.178 2.104 3.695
21 H -1.988 0.958 -3.524
22 H 1.753 0.716 3.052
23 H -2.292 2.399 -3.314
24 H 2.218 1.763 0.370
25 H 0.193 3.603 -3.081
26 H -1.920 -1.002 -3.338
27 H 2.833 -1.578 3.691
28 H -0.542 2.213 -3.285
29 H 3.103 -3.738 -1.558
30 H -1.490 -1.077 2.211
31 H -0.917 -0.761 -0.549
32 H 4.757 -0.200 -0.782
33 H 1.446 -1.409 4.373
34 H -0.372 3.423 1.325
35 H 0.213 -2.063 1.872
36 H -3.199 0.819 -0.181
37 H -1.486 3.414 3.330
38 H 0.416 -3.885 0.719
39 H 2.496 -3.003 -0.307
40 H -3.531 -1.810 -1.377
41 H -2.241 -1.869 1.378
42 H -1.576 -2.502 -3.104
43 H 3.312 -0.626 -0.943
44 H -2.869 2.181 -0.657
45 H -0.677 2.379 0.437
46 H 0.431 -0.704 -3.377
47 H -0.063 0.075 -4.685
48 H -1.603 -1.029 4.656
49 H 0.524 -3.281 2.724
50 H -2.335 2.667 2.237
51 H 0.570 -0.762 -0.026
52 H 1.763 2.976 -0.253
53 H -0.574 -0.455 3.641
54 H -0.185 -3.085 -0.246
55 H 2.656 2.723 -1.924
56 H -2.929 -1.559 0.010
57 H 2.875 1.513 -2.663


<B>
Here is a 19-piece molecular cluster, H38O19 overall from OMol25. Energies are from ωB97M-V/def2-TZVPD.

Computed properties:
Spin multiplicity   1

Geometry (Å):
1 O 1.840 4.073 -2.920
2 O 3.809 -0.133 2.377
3 O 3.233 -1.476 -0.323
4 O 3.489 2.892 -0.835
5 O -1.247 -0.977 -2.275
6 O 0.565 1.226 -0.968
7 O -4.446 2.260 1.703
8 O -2.988 -2.668 -0.814
9 O -0.112 -0.745 1.453
10 O -0.994 2.023 -3.156
11 O -0.899 4.950 -0.073
12 O 0.490 -3.396 -0.646
13 O -3.565 -2.772 2.296
14 O -2.700 0.734 2.827
15 O 1.667 -1.477 -2.537
16 O -0.200 -2.197 -4.342
17 O -0.183 -2.935 3.002
18 O 1.463 3.655 2.286
19 O 2.460 -3.219 2.788
20 H -0.230 0.737 -1.072
21 H 4.347 -0.219 1.548
22 H -0.412 -2.587 3.861
23 H 0.663 -1.145 1.940
24 H 3.409 -0.946 2.660
25 H 2.287 -0.806 -2.137
26 H 3.042 -2.131 -0.986
27 H 2.552 -0.876 -0.058
28 H 1.837 -2.518 2.993
29 H 0.769 -1.475 -2.129
30 H -0.407 4.341 0.471
31 H -3.289 -2.340 0.044
32 H -3.581 -3.407 -0.965
33 H 0.170 0.140 1.706
34 H -1.719 1.478 -2.857
35 H 1.179 3.418 1.410
36 H -0.976 -1.320 -3.196
37 H 0.044 -4.261 -0.586
38 H -3.977 2.965 1.271
39 H -2.107 0.017 2.639
40 H 1.659 -3.794 2.946
41 H -3.324 -2.766 1.366
42 H 1.146 3.566 -3.384
43 H -0.049 -2.782 -3.593
44 H -0.343 5.323 -0.754
45 H 0.209 -1.388 -4.040
46 H -0.240 -2.803 -0.382
47 H -2.093 1.468 2.874
48 H 0.817 1.825 -1.657
49 H 2.564 3.100 -0.788
50 H -3.712 -1.817 2.479
51 H -1.310 2.433 -3.967
52 H -3.911 1.434 1.543
53 H 1.679 4.527 -2.105
54 H -1.934 -1.610 -2.137
55 H 0.757 3.852 2.889
56 H 3.803 3.546 -0.184
57 H -1.001 -2.995 2.495


Stability ranking, top and bottom: <A> is the most stable and <B> is the least stable.


<A>
Here is a 2-piece molecular cluster, C6H12O overall from OMol25. Energies are from ωB97M-V/def2-TZVPD.

Computed properties:
<S²>   0.770
Charge   +1
Spin multiplicity   2

Geometry (Å):
1 O -1.888 -2.097 -2.166
2 C 0.756 -1.476 2.288
3 C 0.295 0.497 0.776
4 C 0.073 2.242 -0.993
5 C -0.246 0.901 -0.394
6 C 0.947 2.408 -2.066
7 C -0.202 -0.579 1.595
8 H -0.190 3.014 -0.266
9 H -0.720 -0.128 2.427
10 H 0.114 -1.950 3.037
11 H 0.892 3.243 -2.742
12 H 1.125 1.067 1.186
13 H -0.943 -2.196 -2.327
14 H 1.541 1.529 -2.266
15 H -1.008 -1.170 1.088
16 H -2.184 -2.472 -3.019
17 H 1.347 -2.093 1.555
18 H 1.446 -1.007 2.982
19 H -1.157 0.270 -0.697


<B>
Here is an isolated ion of composition C6H12O and charge +1 from OMol25. Energies are from ωB97M-V/def2-TZVPD.

Computed properties:
<S²>   0.754
Charge   +1
Spin multiplicity   2

Geometry (Å):
1 O -1.873 0.289 3.579
2 C 1.515 -0.452 -2.725
3 C 0.938 0.132 -0.342
4 C -0.636 -0.160 1.596
5 C -1.995 0.011 2.199
6 C 0.456 0.155 -1.833
7 C -0.092 0.593 0.567
8 H -0.478 -0.410 -1.862
9 H 1.771 0.843 -0.287
10 H 1.088 -0.755 -3.684
11 H -2.588 -0.898 2.042
12 H 2.350 0.221 -2.886
13 H -2.455 0.882 1.726
14 H -1.086 -0.116 3.961
15 H 1.289 -0.866 -0.102
16 H 1.898 -1.380 -2.299
17 H 0.266 1.189 -2.110
18 H -0.392 1.634 0.439
19 H 0.024 -0.914 2.020


<C>
Here is a 2-piece molecular cluster, C6H12O overall from OMol25. Energies are from ωB97M-V/def2-TZVPD.

Computed properties:
<S²>   0.757
Charge   +1
Spin multiplicity   2

Geometry (Å):
1 O -1.540 -3.540 -6.030
2 C -1.132 -0.386 0.927
3 C 0.134 0.123 0.387
4 C 1.113 0.687 1.189
5 C 2.314 1.229 0.569
6 C -1.570 0.271 2.232
7 C 2.700 2.483 0.366
8 H 1.229 0.585 2.257
9 H -0.934 0.085 3.086
10 H 2.798 0.407 0.028
11 H -2.394 -3.169 -5.794
12 H -1.016 -1.473 1.127
13 H -2.280 -0.342 2.808
14 H 0.055 0.212 -0.693
15 H -1.979 -0.519 0.250
16 H 3.572 2.694 -0.205
17 H -1.267 -3.949 -5.200
18 H 2.052 3.310 0.636
19 H -1.856 1.293 2.063


Stability ranking, top and bottom: <B> is the most stable and <A> is the least stable.


<A>
Here is a 2-piece molecular cluster, C4H12S overall from OMol25. Energies are from ωB97M-V/def2-TZVPD.

Computed properties:
<S²>   0.750
Charge   -1
Spin multiplicity   2

Geometry (Å):
1 S 1.308 0.909 -0.098
2 C -2.149 -2.383 0.381
3 C -1.222 -1.836 1.502
4 C 0.212 2.173 -0.764
5 C 2.872 1.503 -0.838
6 H 2.847 2.584 -0.802
7 H 0.086 3.076 -0.177
8 H -1.808 -3.294 -0.107
9 H -2.287 -1.631 -0.391
10 H 3.701 1.106 -0.254
11 H 0.598 2.450 -1.746
12 H -0.554 -1.100 1.064
13 H -0.784 1.794 -0.991
14 H -1.905 -1.311 2.173
15 H 2.936 1.132 -1.859
16 H -0.718 -2.604 2.081
17 H -3.131 -2.567 0.822


<B>
Here is a 2-piece molecular cluster, C4H12S overall from OMol25. Energies are from ωB97M-V/def2-TZVPD.

Computed properties:
<S²>   0.751
Charge   -1
Spin multiplicity   2

Geometry (Å):
1 S 0.905 1.058 0.527
2 C -2.227 -0.072 0.937
3 C 1.874 -0.289 -0.192
4 C 1.178 -0.551 -1.527
5 C -2.540 -1.094 -0.193
6 H 1.950 1.805 0.930
7 H 1.434 -1.610 -1.836
8 H -1.149 -0.262 1.239
9 H -1.861 -0.786 -1.096
10 H 0.036 -0.550 -1.463
11 H -3.644 -1.042 -0.595
12 H 3.076 0.024 -0.237
13 H 1.449 -0.093 -2.462
14 H -2.291 0.952 0.512
15 H -2.395 -2.172 0.153
16 H 2.040 -1.080 0.467
17 H -2.827 -0.073 1.797


Stability ranking, top and bottom: <A> is the most stable and <B> is the least stable.